15
Properties=species:S:1:pos:R:3:forces:R:3:mulliken_charge:R:1 method="wB97M-V/def2-TZVPD" gap_ha=0.3600 e_homo_ev=-8.89 largest_force_ev_per_a=8.266
C 1.652161 -0.779838 0.190688 -1.8 -2.5 3.5 -0.771
C -0.915599 0.213187 0.481443 1.7 3.1 -2.6 -0.569
C -0.891740 1.619651 -0.859221 -5.5 -5.0 3.6 -1.080
N -1.030824 -1.072056 -0.157568 0.2 -0.2 0.9 -0.387
P 0.803851 0.593942 1.211254 -0.3 0.1 -2.2 0.089
P 0.360908 -1.620129 -0.921050 1.9 0.6 -0.9 0.021
H 2.492620 -0.373543 -0.258672 1.6 0.5 -1.2 0.419
H 1.967424 -1.630730 0.970738 -0.3 2.0 -1.7 0.315
H -1.758658 0.195937 1.135223 -0.5 1.3 0.6 0.550
H -1.883806 1.233518 -1.298531 1.7 1.5 0.1 0.322
H -0.064472 1.433084 -1.379766 3.1 -0.8 -2.3 0.386
H -0.836924 2.496480 -0.304127 -0.4 1.6 0.7 0.412
H -1.066472 -1.687146 0.654105 -0.8 -0.5 -0.2 0.301
H 0.652698 -0.096943 2.337061 -0.1 -1.3 2.0 -0.016
H 0.518832 -0.525415 -1.801579 -0.4 -0.3 -0.5 0.009

14
Properties=species:S:1:pos:R:3:forces:R:3:mulliken_charge:R:1 method="wB97M-V/def2-TZVPD" gap_ha=0.3231 e_homo_ev=-8.49 smiles="C=N.CSC" largest_force_ev_per_a=3.858
C -1.295064 -5.551055 3.329108 -0.8 1.4 2.8 -0.215
N -0.543115 -5.962275 4.280563 -0.7 -3.1 -2.2 -0.453
H -2.317981 -5.949295 3.245572 -0.1 0.1 0.2 0.191
H -1.246023 -4.510545 2.982909 0.9 -0.3 -1.6 0.227
H 0.409403 -6.253902 4.072797 0.6 1.9 0.8 0.249
C -0.889943 3.080626 -2.116515 0.9 -0.9 -0.1 -0.772
S 0.693582 2.482171 -2.928189 -1.3 1.0 0.3 -0.078
C 1.968851 3.229592 -1.927856 0.3 -1.0 1.0 -0.800
H -1.466431 2.136316 -2.096279 -0.3 1.0 0.1 0.265
H -1.317616 3.900677 -2.676305 -0.3 -0.2 -0.4 0.265
H -0.743898 3.482274 -1.106812 0.3 -0.5 -0.1 0.272
H 1.978410 4.282331 -1.657676 -0.1 0.3 -1.0 0.323
H 1.920000 2.769050 -0.930791 0.3 -0.3 -0.3 0.281
H 2.849821 2.864039 -2.470526 0.2 0.6 0.5 0.244

14
Properties=species:S:1:pos:R:3:forces:R:3:mulliken_charge:R:1 method="wB97M-V/def2-TZVPD" gap_ha=0.3470 e_homo_ev=-8.51 smiles="C=N.CSC" largest_force_ev_per_a=2.934
C 2.635194 -2.771072 3.809293 -0.5 -1.4 2.6 -0.243
N 1.479571 -3.254077 4.072700 0.3 -0.4 -2.4 -0.454
H 3.372972 -3.450192 4.259499 0.7 1.0 -0.1 0.230
H 2.915258 -1.760507 3.516474 -0.2 -0.2 -1.1 0.243
H 0.778004 -2.905838 3.408725 -0.4 1.0 1.0 0.223
C -2.501378 0.941293 -2.307801 1.6 -0.1 -1.0 -0.742
S -0.854590 1.230570 -3.206547 -1.2 -0.8 0.6 -0.089
C -0.024425 2.167320 -1.935910 0.3 0.8 -0.1 -0.813
H -2.490733 1.526353 -1.401577 -0.1 0.2 0.1 0.261
H -2.560680 -0.121590 -2.081747 -0.2 0.1 0.0 0.250
H -3.260446 1.268094 -3.000308 -0.4 0.0 0.1 0.281
H -0.418831 3.190682 -2.030198 0.4 -0.2 0.5 0.277
H -0.109383 1.782968 -0.916050 -0.3 -0.1 -0.2 0.295
H 1.039469 2.155991 -2.186550 -0.1 0.2 0.0 0.280

14
Properties=species:S:1:pos:R:3:forces:R:3:mulliken_charge:R:1 method="wB97M-V/def2-TZVPD" gap_ha=0.3655 e_homo_ev=-9.01 smiles=NCCCS largest_force_ev_per_a=0.838
N -0.682167 -2.685746 -0.190635 -0.1 0.1 0.0 -0.612
C -0.694338 -1.239552 0.014907 0.3 0.0 0.3 -0.565
C 0.686175 -0.671025 0.332009 0.3 -0.1 -0.8 -0.392
C 0.771870 0.798920 0.695574 -0.6 0.2 0.3 -0.782
S -0.131794 1.923553 -0.421918 0.1 0.0 0.0 -0.235
H -0.288685 -2.935064 -1.089984 0.1 0.0 0.1 0.248
H -0.120173 -3.119571 0.531782 0.0 -0.2 -0.1 0.233
H -1.044812 -0.749186 -0.888900 -0.3 0.0 0.0 0.345
H -1.389170 -1.011307 0.825449 -0.1 0.1 0.0 0.341
H 1.211105 -1.308237 1.048275 -0.1 0.2 0.3 0.355
H 1.257674 -0.789492 -0.589926 0.2 -0.1 -0.2 0.239
H 1.795483 1.138172 0.759382 0.3 0.0 0.0 0.375
H 0.299862 1.026858 1.653392 0.0 -0.2 0.1 0.342
H 0.582914 1.666695 -1.522216 0.1 0.0 -0.1 0.107

14
Properties=species:S:1:pos:R:3:forces:R:3:mulliken_charge:R:1 method="wB97M-V/def2-TZVPD" charge=+1 gap_ha="0.3251 / 0.2600" s2=0.753 e_homo_ev="-12.52 / -12.12" largest_force_ev_per_a=1.464 multiplicity=2
C -1.494066 3.045605 -0.347429 -0.2 0.3 0.7 -0.715
S -0.601940 1.651841 0.286011 0.3 -0.1 0.3 -0.120
H -2.365535 3.131697 0.331300 -0.2 -0.4 -0.7 0.280
H -1.049127 4.016144 -0.105698 0.6 -0.3 -0.3 0.321
H -1.696021 2.903263 -1.401896 -0.4 0.3 0.1 0.253
C 1.416984 -2.520562 -0.091088 -0.5 0.1 0.2 0.138
C 1.473960 -1.633492 -1.058078 0.3 0.6 -0.3 -0.698
N 0.212204 -2.480296 0.819281 0.6 0.6 -1.2 -0.325
H 2.086417 -3.320792 0.174970 0.3 0.2 0.0 0.404
H 2.328551 -1.446377 -1.698200 0.1 -0.7 0.1 0.267
H 0.690606 -0.915719 -1.276637 -0.3 0.0 0.4 0.167
H -0.428403 -1.799800 0.398896 -0.2 0.0 0.3 0.301
H -0.251448 -3.379703 0.850950 -0.2 -0.3 0.4 0.367
H 0.490323 -2.140984 1.740971 -0.2 -0.2 0.2 0.360

15
Properties=species:S:1:pos:R:3:forces:R:3:mulliken_charge:R:1 method="wB97M-V/def2-TZVPD" gap_ha=0.3248 e_homo_ev=-8.20 largest_force_ev_per_a=6.740
S -2.238849 -0.225175 3.068732 2.8 2.9 0.0 -0.325
S -0.619736 -0.251937 1.567425 -3.0 0.1 6.1 -0.082
C -1.288013 -0.716419 0.124018 -0.8 -2.1 -3.8 -0.533
C 0.167760 -0.839284 -0.272824 2.4 1.6 -2.9 -0.824
C 0.735070 0.607183 -0.572965 0.9 -0.8 -0.3 -0.413
N 1.750376 0.588293 -1.785553 -3.1 2.4 0.8 -0.640
H -1.410656 0.961896 3.479484 -2.1 -2.1 -0.2 0.149
H -1.879329 -1.542056 -0.379642 0.6 -0.6 2.4 0.331
H -1.749092 -0.004055 -0.523273 0.0 1.7 0.1 0.312
H 0.828190 -1.313089 0.455093 -0.2 -0.5 -0.4 0.346
H 0.295070 -1.304701 -1.202730 0.0 -1.1 -1.4 0.557
H -0.222282 1.172220 -0.690591 1.3 0.2 -1.0 0.339
H 1.117615 0.976716 0.391807 0.6 0.2 -0.8 0.318
H 1.844203 1.591212 -2.111992 -0.1 -1.6 0.5 0.244
H 2.669674 0.299196 -1.546987 0.7 -0.3 0.8 0.222

15
Properties=species:S:1:pos:R:3:forces:R:3:mulliken_charge:R:1 method="wB97M-V/def2-TZVPD" gap_ha=0.3594 e_homo_ev=-9.07 smiles=CNCCSS largest_force_ev_per_a=3.177
C 1.507362 -1.036575 1.876987 0.0 -1.6 -1.5 -0.892
N 0.379535 -1.070368 0.901309 0.5 1.9 1.2 -0.394
C 0.222005 0.289176 0.347278 -2.4 -0.7 -1.9 -0.623
C -0.926415 0.164198 -0.758810 1.7 0.6 -0.1 -0.593
S -0.285477 1.257670 -2.101017 0.0 0.0 0.4 -0.082
S -1.633523 1.248333 -3.604937 -0.9 0.4 -0.4 -0.246
H 2.386028 -0.793601 1.276342 0.1 0.4 0.2 0.329
H 1.682351 -2.090426 2.122288 0.0 0.3 0.7 0.331
H 1.434146 -0.383627 2.740340 -0.2 0.1 0.1 0.297
H -0.489274 -1.284120 1.393636 0.3 -0.1 -0.1 0.233
H -0.119200 1.119528 0.972257 0.6 -0.2 0.6 0.286
H 1.095252 0.577224 -0.236108 0.5 -0.1 0.5 0.407
H -1.902954 0.540762 -0.496092 -0.2 -0.2 0.4 0.415
H -0.883468 -0.877131 -1.055435 -0.5 0.0 -0.3 0.385
H -2.466370 2.338958 -3.378037 0.8 -0.7 0.2 0.149

15
Properties=species:S:1:pos:R:3:forces:R:3:mulliken_charge:R:1 method="wB97M-V/def2-TZVPD" gap_ha=0.3222 e_homo_ev=-8.31 smiles="C=C(C)N.SS" largest_force_ev_per_a=0.948
C 0.035196 -1.572520 -1.073855 -0.2 -0.1 -0.3 -1.132
C 0.290911 -0.278252 -0.864662 0.2 -0.7 -0.3 0.937
C 1.442861 0.188395 -0.045948 0.6 0.1 0.8 -1.046
N -0.490273 0.745558 -1.412163 0.1 0.1 0.5 -0.484
H -0.768554 -1.910065 -1.719824 -0.1 0.2 0.0 0.248
H 0.639055 -2.373903 -0.678875 0.2 0.2 0.2 0.258
H 1.138867 0.640458 0.902644 -0.2 0.2 -0.3 0.173
H 2.062647 0.912092 -0.578498 -0.1 0.1 -0.1 0.347
H 2.112233 -0.611881 0.261817 -0.1 -0.3 -0.3 0.313
H 0.005221 1.617564 -1.484073 0.0 0.1 -0.1 0.213
H -0.966263 0.505608 -2.258452 -0.2 -0.1 -0.3 0.211
S -0.843003 -0.194114 2.933607 0.1 0.3 -0.1 -0.170
S -1.165069 1.633532 2.004788 -0.1 -0.2 0.3 -0.246
H -2.116214 -0.448377 3.239474 -0.2 -0.1 0.1 0.168
H -1.377614 1.145905 0.774021 0.0 0.1 -0.1 0.210

15
Properties=species:S:1:pos:R:3:forces:R:3:mulliken_charge:R:1 method="wB97M-V/def2-TZVPD" gap_ha="0.2021 / 0.2309" s2=2.008 e_homo_ev="-4.71 / -8.70" largest_force_ev_per_a=3.773 multiplicity=3
C -0.881050 -1.268961 -1.015762 1.0 2.0 -0.6 -0.797
C 1.974582 1.383337 -0.434050 2.4 -0.5 0.4 -0.801
C -1.270813 -0.270284 0.105580 2.1 -1.9 0.0 -0.512
N 1.321699 0.146092 0.018360 3.0 0.6 -2.2 -0.082
S 2.228579 -1.249759 -0.269730 0.3 -0.8 0.2 -0.203
S 0.073877 0.061917 1.255327 -2.1 0.9 2.7 -0.125
H -1.874995 -1.593974 -1.298509 0.3 -1.2 -0.4 0.370
H -0.375053 -0.769115 -1.938089 -0.9 -0.8 1.7 0.190
H -0.114437 -1.921211 -0.532030 -1.3 -0.3 -1.0 0.238
H 2.328696 1.099322 -1.425452 0.2 0.5 -0.1 0.305
H 1.281826 2.143866 -0.545748 -1.7 1.5 -0.2 0.337
H 2.875243 1.887229 0.128537 -1.5 -1.5 -0.4 0.220
H -1.952228 -0.757565 0.747208 -1.1 -0.6 0.6 0.354
H -1.720986 0.616176 -0.220914 -0.4 1.6 -0.5 0.396
H 3.003473 -1.385912 0.854842 -0.4 0.3 -0.2 0.110

15
Properties=species:S:1:pos:R:3:forces:R:3:mulliken_charge:R:1 method="wB97M-V/def2-TZVPD" charge=+1 gap_ha="0.3179 / 0.1770" s2=0.766 e_homo_ev="-12.71 / -12.70" largest_force_ev_per_a=3.266 multiplicity=2
C -0.856597 -0.582337 2.582139 0.1 -0.5 0.0 -0.734
S -0.608448 -1.039128 0.838510 0.2 0.3 -0.2 -0.057
S 1.442880 -1.133280 0.538091 -0.6 0.8 0.1 -0.230
H 0.047542 -0.192826 3.041305 0.0 0.1 -0.2 0.314
H -1.163255 -1.480576 3.115509 0.0 0.1 0.0 0.308
H -1.657223 0.145706 2.617430 -0.1 0.2 0.0 0.276
H 1.568570 -2.398662 0.854303 0.3 -0.9 0.1 0.219
C -1.190402 2.700968 -2.167622 -0.1 0.8 -0.2 -0.686
C -0.199270 1.944243 -1.591060 1.5 -1.6 0.9 0.458
N 0.425841 0.873447 -2.129069 -3.1 0.9 -0.3 -0.240
H -1.500324 2.676030 -3.203363 0.1 -0.3 0.0 0.314
H -1.664872 3.413294 -1.507373 -0.2 0.1 -0.1 0.275
H 0.082086 2.106979 -0.556879 -0.2 0.2 0.0 0.363
H -0.073698 0.617429 -2.982030 0.8 -0.3 -0.4 0.307
H 0.494996 0.077468 -1.488660 1.1 0.0 0.2 0.111

13
Properties=species:S:1:pos:R:3:forces:R:3:mulliken_charge:R:1 method="wB97M-V/def2-TZVPD" charge=-1 gap_ha=0.2374 e_homo_ev=-2.26 largest_force_ev_per_a=0.823
O 2.328565 -1.330534 1.120748 -0.1 0.0 0.0 -1.091
H 3.176701 -1.228307 1.563989 0.1 0.0 0.0 0.112
C -0.532723 -0.786651 0.562240 0.5 0.2 -0.3 -1.258
C -0.024457 0.523487 -0.032590 -0.1 0.1 0.0 -0.220
C -0.888519 1.073984 -1.187112 0.0 -0.8 0.2 -0.993
H -1.609411 -0.732449 0.787528 0.2 -0.1 0.2 0.384
H 0.136395 -1.012517 1.399270 -0.3 -0.1 0.1 0.365
H -0.320683 -1.587105 -0.153074 -0.3 0.0 0.0 0.281
H 0.985412 0.331636 -0.377757 0.2 -0.1 0.1 0.268
H 0.092723 1.246199 0.781194 -0.1 0.1 -0.2 0.309
H -0.284100 1.258338 -2.072335 0.0 0.4 -0.1 0.301
H -1.596200 0.291976 -1.489895 -0.1 0.2 0.0 0.293
H -1.463704 1.951942 -0.902200 0.0 0.2 -0.1 0.249

13
Properties=species:S:1:pos:R:3:forces:R:3:mulliken_charge:R:1 method="wB97M-V/def2-TZVPD" charge=-1 gap_ha=0.2523 e_homo_ev=-2.25 largest_force_ev_per_a=1.102
C -1.113641 -1.012774 2.541299 -0.3 0.6 0.1 -0.698
H -0.830074 -0.515083 1.597356 0.3 -0.2 0.1 0.126
H -2.198623 -0.929857 2.623650 -0.1 -0.2 0.1 0.214
H -0.816156 -2.052854 2.600491 0.1 -0.2 -0.2 0.215
H -0.673591 -0.483771 3.393288 0.0 0.0 -0.1 0.202
C 0.499384 0.085116 -1.072342 0.2 0.0 -0.3 -0.304
O -0.232914 0.476829 -0.035391 -0.2 0.2 0.2 -0.857
C 0.877348 1.215722 -2.086162 0.5 -1.0 -0.1 -1.052
H 1.477839 -0.416140 -0.816734 0.1 0.1 0.2 0.156
H 0.007624 -0.708234 -1.705955 0.0 0.0 -0.1 0.140
H 1.753859 0.876354 -2.658971 0.0 0.0 -0.1 0.325
H 0.067859 1.337117 -2.805430 -0.2 0.5 0.1 0.231
H 1.181082 2.127571 -1.575097 -0.4 0.2 0.1 0.303